No. 1
Computed, not measured: 2 unconnected molecules or ions with the total composition C17H21N2S in a non-equilibrium geometry, with ωB97M-V/def2-TZVPD.

Each line ends with the Löwdin charge.
Cartesian coordinates (Å):
C -0.56 3.62 1.37  -0.16
C 0.29 2.34 1.39  -0.28
N -0.22 1.27 0.63  -0.01
C -1.49 1.20 0.48  -0.62
N -2.44 2.11 0.97  -0.12
C -2.01 3.31 1.71  -0.15
C -3.85 1.83 0.66  -0.19
C -3.89 0.76 -0.42  -0.46
S -2.32 -0.09 -0.42  0.93
H -0.15 4.36 2.09  0.12
H -0.50 4.10 0.38  0.12
H 1.30 2.55 1.01  0.10
H 0.41 2.00 2.42  0.12
H -2.12 3.10 2.77  0.12
H -2.67 4.15 1.46  0.12
H -4.33 1.48 1.58  0.12
H -4.37 2.75 0.36  0.12
H -4.70 0.05 -0.27  0.08
H -4.04 1.21 -1.41  0.08
C 2.91 -0.39 -0.35  -0.10
C 3.60 0.48 -1.40  -0.13
C 3.09 -0.02 -2.72  0.06
C 2.23 -1.05 -2.53  0.01
C 2.06 -1.34 -1.15  -0.06
C 1.27 -2.38 -0.61  -0.17
C 0.47 -3.21 -1.42  0.01
C -0.24 -4.24 -0.87  -0.04
C -0.18 -4.48 0.49  -0.02
C 0.59 -3.67 1.31  -0.04
C 1.30 -2.63 0.78  0.02
H 3.64 -0.94 0.27  0.15
H 2.29 0.19 0.34  0.12
H 3.36 1.54 -1.27  0.13
H 4.70 0.39 -1.35  0.14
H 3.38 0.35 -3.68  0.13
H 1.75 -1.60 -3.32  0.12
H 0.43 -3.04 -2.48  0.11
H -0.84 -4.88 -1.51  0.12
H -0.72 -5.31 0.92  0.12
H 0.65 -3.87 2.37  0.12
H 1.92 -2.01 1.40  0.12

Highest occupied orbital energy ... -10.8 eV
Calculated total energy ... -1167.829719 Eh
Charge ... +1
E_LUMO ... -5.2 eV
Orbital gap ... 5.53 eV
F_max ... 0.0517 hartree/bohr
Relative energy (zero: lowest compared OMol25 entry of this formula, charge and spin) ... 0.00 kcal per mole

=====

No. 2
Computed, not measured: a molecular structure, C17H21N3O in a non-equilibrium geometry, with ωB97M-V/def2-TZVPD.

Each line ends with the Löwdin charge.
Cartesian coordinates (Å):
C -4.33 -1.38 -1.29  -0.03
N -4.15 -0.19 -0.60  -0.10
C -3.17 0.27 0.25  -0.23
C -3.63 1.40 0.72  0.03
C -4.85 1.56 -0.06  -0.26
N -5.27 0.67 -0.68  0.13
H -5.57 2.49 0.34  0.16
H -3.20 2.04 1.37  0.08
C -2.30 -0.73 0.57  -0.30
O -2.43 -1.99 0.82  0.02
N -1.08 -0.02 0.91  -0.01
C -0.72 1.22 0.43  -0.20
H -0.63 1.59 1.30  0.06
C 0.83 1.20 0.00  -0.09
H 0.93 1.97 -0.81  0.12
C 0.96 -0.21 -0.70  -0.30
C 1.06 -1.52 0.20  -0.08
C 0.02 -1.14 1.40  0.00
H 0.68 -0.48 2.07  0.13
H -0.42 -1.96 1.80  0.06
H 0.67 -2.27 -0.46  0.11
H 1.90 -1.42 0.72  0.04
C 2.31 -0.03 -1.62  -0.13
C 3.51 0.08 -0.70  -0.44
C 4.31 -0.90 -0.70  0.00
C 5.54 -0.89 0.29  -0.12
C 5.89 0.17 0.66  -0.12
C 5.20 1.62 0.21  0.12
C 3.94 1.26 -0.41  -0.12
H 3.51 2.13 -0.78  0.09
H 5.51 2.56 0.46  0.05
H 6.74 0.45 1.13  0.06
H 6.05 -1.74 0.63  0.10
H 3.98 -2.19 -0.77  0.20
H 2.34 -1.15 -2.23  0.17
H 2.27 0.87 -2.36  0.14
H 0.22 -0.29 -1.69  0.18
H 1.55 1.20 1.03  0.18
H -1.33 1.56 -0.20  0.06
H -4.17 -2.10 -0.68  0.00
H -3.67 -1.39 -2.11  0.08
H -5.56 -1.44 -1.44  0.17

Highest occupied orbital energy ... -8.7 eV
Calculated total energy ... -899.361271 Eh
E_LUMO ... 0.4 eV
Orbital gap ... 9.12 eV
F_max ... 0.3532 hartree/bohr
Relative energy (zero: lowest compared OMol25 entry of this formula, charge and spin) ... 375.36 kcal per mole

=====

No. 3
Computed, not measured: a single C17H21N3O3 molecule in a non-equilibrium geometry, with ωB97M-V/def2-TZVPD.

Each line ends with the Löwdin charge.
Cartesian coordinates (Å):
C -6.76 -2.94 0.36  -0.09
O -5.53 -2.26 0.47  -0.08
C -5.49 -0.94 0.12  -0.27
C -6.57 -0.21 -0.37  -0.02
C -6.40 1.13 -0.70  -0.07
C -5.18 1.75 -0.56  -0.04
C -4.10 1.02 -0.07  -0.16
C -2.80 1.65 0.09  -0.30
N -2.56 2.91 -0.18  0.14
O -1.24 3.09 0.12  0.05
C -0.78 1.91 0.56  -0.35
C 0.64 1.75 0.93  -0.09
C 1.53 1.73 -0.32  -0.08
C 2.99 1.61 0.11  -0.50
O 3.56 2.50 0.70  0.07
N 3.56 0.42 -0.19  0.09
C 4.93 0.10 0.15  -0.29
C 5.74 -0.27 -1.10  -0.14
C 5.77 -1.80 -1.11  -0.20
C 5.92 -2.14 0.37  -0.20
C 5.00 -1.14 1.07  -0.13
N -1.70 0.99 0.56  0.21
C -4.25 -0.32 0.26  0.06
H -7.11 -2.97 -0.68  0.10
H -7.53 -2.49 0.99  0.10
H -6.56 -3.96 0.70  0.09
H -7.54 -0.67 -0.50  0.10
H -7.25 1.68 -1.08  0.11
H -5.04 2.79 -0.81  0.11
H 0.75 0.82 1.49  0.13
H 0.95 2.59 1.56  0.13
H 1.41 2.67 -0.86  0.13
H 1.23 0.91 -0.97  0.12
H 3.03 -0.28 -0.67  0.14
H 5.32 0.99 0.64  0.14
H 5.31 0.15 -2.00  0.11
H 6.76 0.11 -1.00  0.11
H 6.58 -2.20 -1.72  0.11
H 4.83 -2.19 -1.49  0.11
H 5.66 -3.17 0.59  0.11
H 6.95 -1.97 0.68  0.11
H 5.35 -0.88 2.07  0.11
H 3.99 -1.56 1.18  0.11
H -3.41 -0.88 0.64  0.12

Highest occupied orbital energy ... -8.6 eV
Calculated total energy ... -1050.383329 Eh
E_LUMO ... 0.7 eV
Orbital gap ... 9.31 eV
F_max ... 0.0247 hartree/bohr
Relative energy (zero: lowest compared OMol25 entry of this formula, charge and spin) ... 70.86 kcal per mole